[1]
Entry from OMol25: the molecule C5H14N2O (wB97M-V/def2-TZVPD).

Structure (XYZ):
```
22
Properties=species:S:1:pos:R:3:forces:R:3
C -0.4974 -0.8461 2.5587 0.92 -0.77 0.38
N 0.5993 -0.4636 1.6526 -0.90 0.38 -0.55
C 0.3508 -1.0326 0.3156 -0.37 -0.57 -0.19
C -0.6141 -0.2439 -0.6601 1.16 0.52 3.03
N -1.5712 -1.1902 -1.1996 0.16 0.62 -0.71
C 0.2677 0.6192 -1.5481 0.20 -0.91 -2.16
C 1.3511 1.5251 -0.9697 -0.41 0.20 0.57
O 0.8624 2.7594 -0.4643 -0.46 0.47 0.46
H -1.4884 -0.8485 2.1040 -0.14 0.20 0.02
H -0.2520 -1.8672 2.8692 -0.38 -0.08 -0.10
H -0.4712 -0.2904 3.4973 -0.09 0.36 -0.27
H 0.5591 0.5443 1.5295 0.24 0.04 0.20
H 1.3079 -1.2807 -0.1511 0.12 0.51 -0.25
H -0.1048 -2.0217 0.4041 -0.11 0.07 0.47
H -1.1930 0.4587 -0.0271 -0.02 -0.45 0.02
H -2.3494 -0.6534 -1.5662 -0.07 -0.35 -0.35
H -1.1519 -1.7435 -1.9470 -0.24 0.16 0.04
H 0.8178 -0.1586 -2.1116 0.01 0.42 -0.30
H -0.3591 1.1541 -2.2850 0.33 0.04 0.22
H 1.9048 0.9872 -0.1792 -0.04 0.15 -0.29
H 2.0635 1.8990 -1.7124 -0.09 -0.78 -0.19
H -0.0319 2.6935 -0.1096 0.18 -0.24 -0.05
```
Positions in Å, forces in eV/Å.

The multiplicity is 1. For the maximum force, the calculation gives 3.29 eV Å⁻¹. The HOMO-LUMO gap comes out at 9.6717 eV. As for the HOMO energy: -8.844 eV. For the calculated total energy, the calculation gives -383.61256 hartree. As for the SMILES: CNC[C@H](N)CCO. As for the LUMO energy: 0.83 eV. As for the energy above the lowest of the compared OMol25 structures with the same formula, charge and spin: 2.399 eV.

Löwdin atomic charge list, values in e, 4 entries: atom 1 (C): -0.139, atom 2 (N): -0.114, atom 3 (C): -0.216, atom 4 (C): -0.417

---

[2]
Entry from OMol25: C31H26B2Br3F8MnN5O10 as an isolated structure (wB97M-V/def2-TZVPD).

Structure (XYZ):
```
86
Properties=species:S:1:pos:R:3:forces:R:3
Mn 0.8674 2.6205 1.1371 -2.41 0.24 -1.16
B -1.0483 5.7939 0.6972 -0.36 -0.61 -1.93
F -1.6778 4.6189 1.0388 -2.13 -2.75 0.10
F -0.1656 5.8791 1.6454 4.48 1.04 4.77
F -0.3415 5.5458 -0.4437 1.76 -1.45 -2.85
F -1.7261 6.8952 0.4809 -2.38 2.04 0.22
B -0.4332 -0.5109 -0.5481 -1.95 -1.31 -1.37
F 0.7413 -1.1675 -0.5805 1.36 -1.63 0.56
F -0.8421 -0.1849 0.7258 0.31 1.12 2.27
F -0.1665 0.6482 -1.2262 0.48 3.45 -0.63
F -1.5359 -1.1409 -1.1655 0.78 -0.11 0.15
C 3.3596 -6.2558 -1.6476 -1.43 -0.53 -0.79
Br 1.4872 -6.4354 -0.8229 1.81 0.11 -0.67
Br 3.1782 -5.3814 -3.4296 0.15 -0.74 0.97
Br 4.2331 -8.0840 -1.7852 -0.72 1.99 0.27
H 3.8814 -5.4874 -1.0771 0.17 -0.82 0.22
C 2.8265 -3.5630 5.6686 0.49 -1.08 0.87
C 2.3086 -4.2288 6.8053 0.40 2.02 -0.58
C 2.6765 -3.7361 8.0771 -0.19 -1.52 -0.43
C 3.6915 -2.7865 8.2139 -0.54 -1.41 0.27
C 4.2518 -2.2710 7.0893 0.86 1.81 -0.22
C 3.8005 -2.6045 5.8239 -0.19 -0.25 -0.11
N 4.2192 -2.4793 9.5899 -1.97 -0.19 1.40
O 4.0883 -3.3360 10.4562 0.29 -0.50 -1.14
O 4.5221 -1.3502 9.8911 0.77 0.73 -1.20
H 2.6789 -3.9037 4.6544 -0.65 -0.12 0.03
H 1.5815 -4.9988 6.5937 -0.06 -0.14 0.69
H 2.2522 -4.2421 8.9317 0.09 0.23 0.25
H 5.0007 -1.5045 7.2237 0.29 -0.01 -0.11
H 4.2033 -2.2196 4.8987 0.40 0.43 0.29
C 1.6591 6.9392 9.4163 -0.45 -0.44 -1.23
C 0.6053 6.0734 9.7990 1.07 0.25 -0.12
C 0.3502 4.8946 9.0951 0.27 0.70 -0.75
C 1.1607 4.5551 7.9625 -0.87 1.47 3.43
C 2.2431 5.3422 7.6868 0.32 0.98 -0.80
C 2.4082 6.6020 8.3075 0.35 -1.58 -0.06
N 0.8528 3.3748 7.2592 -0.48 -3.90 -1.47
O 0.9197 3.3904 6.0415 0.47 1.21 -0.72
O 0.5413 2.3049 7.7987 0.23 1.87 0.98
H 1.8630 7.9189 9.8227 -0.33 -0.12 0.60
H 0.0833 6.3762 10.6947 -0.53 -0.36 -0.12
H -0.5404 4.3238 9.3129 0.15 -0.27 0.13
H 2.9671 5.0533 6.9393 -0.16 -0.07 -0.25
H 3.2197 7.2001 7.9201 0.00 0.24 0.26
C 4.7073 2.9625 -6.7968 -3.41 -2.37 0.24
C 4.9700 4.0442 -7.5633 0.10 1.16 -0.55
C 5.7992 3.8972 -8.6248 2.93 -1.59 -1.18
C 6.3889 2.5967 -8.8835 -0.74 2.76 1.38
C 5.9254 1.5214 -8.1696 1.19 -1.75 -1.57
C 4.9947 1.6532 -7.1895 0.43 1.44 1.01
N 7.6046 2.5513 -9.7543 -2.69 -4.17 1.42
O 8.1654 1.4814 -9.9072 0.18 -0.24 0.51
O 7.8383 3.5248 -10.3250 1.64 4.38 -2.35
H 3.7993 2.9683 -6.2121 0.29 0.62 1.09
H 4.5059 5.0083 -7.4168 0.01 0.02 0.39
H 6.1986 4.7547 -9.1460 -0.25 -0.05 -0.32
H 6.2725 0.5421 -8.4645 0.22 -0.14 0.04
H 4.5616 0.8195 -6.6567 0.09 -0.07 -0.10
C -4.2542 -2.1965 -8.1801 0.82 -0.03 0.85
C -3.3284 -3.0109 -7.4647 -0.82 0.36 -1.88
C -2.8050 -4.1038 -8.1541 -0.82 -0.98 -1.08
C -3.2615 -4.4135 -9.4506 -2.38 0.67 -1.16
C -4.2495 -3.5888 -10.1622 2.19 -1.38 2.03
C -4.6769 -2.4708 -9.4769 0.94 -0.10 -0.52
N -2.9076 -5.7292 -10.1098 2.59 0.28 0.37
O -3.7612 -6.3492 -10.7128 0.57 0.59 0.51
O -1.6900 -6.0588 -10.0134 -2.80 0.46 -0.13
H -4.6111 -1.2624 -7.7720 0.02 -0.03 0.41
H -2.9708 -2.8237 -6.4630 -0.27 0.28 0.02
H -2.1777 -4.8424 -7.6771 0.31 0.17 0.04
H -4.5979 -3.7406 -11.1732 0.27 -0.50 0.02
H -5.1654 -1.7374 -10.1013 -0.62 0.20 0.52
C -8.4691 -1.6358 0.2951 -0.25 0.88 0.11
C -9.0213 -2.0402 1.5081 0.97 0.54 -0.53
C -8.3740 -1.6361 2.6852 -0.51 -0.06 0.57
C -7.1914 -0.8272 2.7129 -3.47 -1.29 0.69
C -6.7641 -0.4524 1.4811 2.51 1.36 -1.40
C -7.3827 -0.8074 0.2828 -0.32 -0.73 0.41
N -6.6963 -0.2717 4.0327 1.39 -0.36 2.45
O -7.3183 -0.4607 5.1539 1.55 0.49 -4.55
O -5.5744 0.2757 3.9828 -2.59 -0.91 -0.05
H -8.8779 -1.7046 -0.7022 -0.75 -0.93 0.23
H -9.9575 -2.5669 1.3960 -0.02 -0.26 0.98
H -8.8726 -1.9209 3.5999 0.26 0.12 0.32
H -5.8463 0.1040 1.3616 0.03 0.43 0.36
H -7.1748 -0.5317 -0.7406 1.22 0.72 0.40
```
Positions in Å, forces in eV/Å.

The multiplicity is 6. For the maximum force, the calculation gives 6.62 eV Å⁻¹. The HOMO-LUMO gap (alpha / beta) comes out at 2.7555 / 2.9943 eV. As for the HOMO energy (alpha / beta): -9.791 / -9.791 eV. For the calculated total energy, the calculation gives -11944.30610 hartree. As for the LUMO energy (alpha / beta): -7.04 / -6.80 eV. As for the energy above the lowest of the compared OMol25 structures with the same formula, charge and spin: 10.476 eV.

Löwdin atomic charge list, values in e, 4 entries: atom 1 (Mn): 1.769, atom 2 (B): -1.582, atom 3 (F): 0.124, atom 4 (F): 0.198

---

[3]
Entry from OMol25: a 3-piece molecular cluster, C31H71BNO9 overall (wB97M-V/def2-TZVPD).

Structure (XYZ):
```
113
Properties=species:S:1:pos:R:3:forces:R:3
C 3.0495 3.2037 0.3961 0.07 -0.13 0.04
C 4.5374 3.3147 0.0499 -0.05 0.10 -0.01
C 4.8922 3.0099 -1.4177 -0.07 -0.14 0.09
C 5.4354 1.6058 -1.6993 0.07 -0.01 -0.15
C 4.4261 0.4698 -1.4409 0.77 -0.16 0.51
C 4.8812 -0.7004 -0.5456 0.10 0.00 0.07
C 5.7217 -0.3596 0.7050 -0.07 -0.01 0.07
C 7.1197 -1.0072 0.7704 -0.02 -0.06 -0.09
C 7.1577 -2.3269 1.5526 -0.12 0.17 -0.27
C 6.3825 -3.4532 0.8528 -0.02 -0.12 0.05
C 4.9495 -3.5873 1.3564 -0.04 0.02 0.03
C 4.1753 -4.7736 0.7752 -0.10 0.28 -0.09
C 3.5389 -4.4023 -0.5802 0.09 -0.20 -0.23
C 2.0155 -4.3108 -0.5515 0.02 0.16 0.06
C 1.5568 -3.1419 0.3379 -0.03 -0.13 -0.02
N 0.7741 -2.1021 -0.4363 -0.08 -0.18 -0.08
C 1.7335 -1.0581 -0.9365 -0.33 0.13 0.12
O 0.9738 -0.1370 -1.6216 -0.04 -0.17 -0.02
C 1.7471 0.9005 -2.2449 -0.63 0.16 -0.78
B -0.4159 -1.4361 0.3365 -0.03 0.13 -0.11
O -1.5121 -1.0721 -0.3880 0.15 -0.63 0.12
O -0.1649 -1.3054 1.6315 0.31 0.45 -0.07
C -0.7950 -0.2806 2.4538 -0.14 -0.17 0.15
C -0.0201 1.0280 2.3603 0.03 0.01 0.09
H 2.4308 3.6158 -0.4052 -0.01 0.10 0.09
H 2.7399 2.1650 0.5493 0.01 0.00 -0.02
H 2.8212 3.7375 1.3201 -0.03 0.00 -0.05
H 5.1118 2.6708 0.7213 0.03 0.05 -0.03
H 4.8592 4.3334 0.2748 -0.03 -0.02 -0.01
H 4.0012 3.1602 -2.0394 0.06 0.12 0.00
H 5.6325 3.7366 -1.7584 -0.03 -0.05 -0.04
H 6.3609 1.4461 -1.1387 -0.07 0.02 0.02
H 5.7172 1.5783 -2.7552 0.11 -0.04 0.06
H 4.1635 0.0348 -2.4122 0.38 -0.05 0.26
H 3.4943 0.8914 -1.0487 0.95 -0.13 0.34
H 5.4169 -1.4281 -1.1632 0.07 0.08 0.04
H 3.9665 -1.2120 -0.2191 0.58 0.00 -0.07
H 5.8282 0.7215 0.7882 -0.02 -0.01 -0.03
H 5.1675 -0.6712 1.5970 0.03 0.13 0.01
H 7.8333 -0.3072 1.2110 -0.08 -0.01 0.05
H 7.4679 -1.1958 -0.2525 0.07 0.06 0.07
H 6.7204 -2.1497 2.5415 0.14 -0.07 0.03
H 8.1944 -2.6294 1.7087 -0.01 0.04 -0.03
H 6.8866 -4.4151 0.9831 0.01 0.05 0.06
H 6.3700 -3.2583 -0.2257 0.05 -0.14 0.00
H 4.9455 -3.6159 2.4495 0.08 -0.09 -0.03
H 4.4125 -2.6802 1.0627 0.03 -0.01 0.33
H 3.4028 -5.0633 1.4945 -0.04 -0.11 -0.13
H 4.8259 -5.6404 0.6460 0.02 0.04 0.13
H 3.8400 -5.1005 -1.3625 -0.05 -0.05 0.04
H 3.9236 -3.4222 -0.8902 0.04 -0.14 -0.07
H 1.5746 -5.2395 -0.1845 0.06 0.00 -0.02
H 1.6453 -4.1820 -1.5759 -0.03 0.04 0.05
H 0.9556 -3.4572 1.1858 -0.08 0.00 -0.07
H 2.4241 -2.6200 0.7406 -0.14 -0.03 0.11
H 0.3731 -2.5494 -1.2632 0.05 0.08 -0.04
H 2.2242 -0.6434 -0.0451 -0.21 -0.01 -0.08
H 2.4859 -1.5572 -1.5603 -0.12 0.00 0.01
H 1.1690 1.2622 -3.0912 -0.19 0.04 0.09
H 2.7062 0.5093 -2.5957 -1.21 0.29 -0.24
H 1.9166 1.7183 -1.5408 -0.13 -0.07 -0.16
H -2.2411 -1.7091 -0.3679 -0.08 0.38 0.01
H -1.8262 -0.1672 2.1328 -0.07 0.03 -0.04
H -0.7940 -0.6857 3.4620 0.04 -0.02 -0.03
H 0.2368 1.3988 3.3522 -0.06 0.02 -0.03
H 0.9210 0.8737 1.8288 -0.03 0.01 -0.01
H -0.5925 1.7994 1.8460 0.06 -0.04 -0.06
C -7.7816 0.1928 5.8598 0.03 -0.02 0.08
O -6.8984 -0.5351 5.0343 -0.04 0.07 -0.17
C -7.2610 -1.8834 4.8121 0.06 -0.07 0.16
C -7.1269 -2.2719 3.3573 0.05 -0.10 0.04
O -8.0740 -1.6775 2.4911 -0.07 -0.09 -0.08
C -7.9552 -0.3044 2.1747 -0.07 0.10 -0.01
C -6.8204 0.0352 1.2378 0.03 0.16 -0.12
O -5.5566 -0.0936 1.8743 -0.06 -0.15 0.15
C -4.5506 -0.6862 1.1055 -0.02 0.11 -0.12
H -7.6002 -0.0054 6.9213 -0.02 -0.03 0.00
H -7.6111 1.2512 5.6683 0.03 0.00 0.03
H -8.8263 -0.0417 5.6323 0.00 0.02 -0.01
H -8.2875 -2.0717 5.1441 -0.02 0.05 -0.03
H -6.5960 -2.5382 5.3916 -0.07 -0.03 0.04
H -7.3380 -3.3427 3.2992 0.05 0.00 -0.02
H -6.1012 -2.1123 3.0137 -0.05 0.11 0.03
H -7.9134 0.3216 3.0684 0.11 -0.06 0.00
H -8.8773 -0.0666 1.6391 -0.01 0.04 0.05
H -6.9528 1.0741 0.9116 0.01 -0.02 -0.07
H -6.8716 -0.6066 0.3514 0.02 -0.05 0.04
H -4.9397 -1.5039 0.4846 -0.01 0.00 0.00
H -3.8180 -1.1029 1.7989 0.06 0.00 0.03
H -4.0517 0.0429 0.4523 -0.01 -0.03 -0.03
C -1.3307 3.7147 -0.7096 0.06 -0.03 0.03
O -1.3533 3.1038 -1.9773 -0.10 0.11 -0.10
C -1.8523 1.7807 -2.0027 0.12 -0.13 0.07
C -2.8479 1.5541 -3.1182 0.07 -0.10 -0.02
O -4.0859 2.2093 -2.9430 -0.11 -0.04 0.05
C -4.1521 3.6091 -3.1682 -0.05 0.09 0.02
C -4.0828 4.0218 -4.6197 -0.05 0.17 -0.10
O -2.7937 3.8154 -5.1639 0.05 -0.22 0.13
C -2.7750 3.3121 -6.4809 -0.01 0.11 -0.07
H -0.4496 3.4131 -0.1277 -0.01 -0.04 0.02
H -1.2868 4.7919 -0.8622 0.03 0.01 0.00
H -2.2322 3.4793 -0.1333 -0.01 0.02 -0.01
H -2.3244 1.5240 -1.0466 -0.01 0.07 0.01
H -1.0180 1.0859 -2.1551 -0.08 -0.05 0.08
H -3.0933 0.4874 -3.0948 0.03 0.00 -0.06
H -2.3976 1.7729 -4.0889 -0.01 0.13 0.06
H -3.4079 4.1498 -2.5798 0.07 -0.06 -0.08
H -5.1420 3.8975 -2.8080 0.03 0.02 0.04
H -4.3362 5.0891 -4.6699 -0.06 -0.02 -0.06
H -4.8366 3.4704 -5.1925 0.02 -0.05 0.02
H -3.5646 2.5701 -6.6381 0.02 -0.02 0.01
H -1.8088 2.8334 -6.6373 0.02 0.03 -0.01
H -2.8919 4.1095 -7.2220 -0.04 0.00 0.00
```
Positions in Å, forces in eV/Å.

The multiplicity is 1. For the maximum force, the calculation gives 1.26 eV Å⁻¹. The HOMO-LUMO gap comes out at 8.1709 eV. As for the HOMO energy: -10.724 eV. The charge is +1. For the calculated total energy, the calculation gives -1980.21666 hartree. As for the LUMO energy: -2.55 eV.

Löwdin atomic charge list, values in e, 4 entries: atom 1 (C): -0.111, atom 2 (C): -0.233, atom 3 (C): -0.198, atom 4 (C): -0.175

---

What are the molar mass values for these records? In order: 118.18; 1096.83; 612.72 g mol⁻¹.